(1)
C33H35F5N2O7P2 | ωB97M-V/def2-TZVPD

Each line ends with the Mulliken charge.
CARTESIAN COORDINATES (ANGSTROEM)
1 N 0.420 -0.680 5.180  -0.33
2 P -0.206 -1.021 3.833  0.40
3 O -0.795 0.204 3.008  -0.27
4 O -1.414 -2.046 3.927  -0.55
5 O 0.769 -1.810 2.817  -0.21
6 P 2.223 -1.189 2.503  1.10
7 O 2.404 0.228 2.739  -0.62
8 O 3.231 -2.100 3.317  -0.54
9 O 2.362 -1.615 1.008  -0.20
10 C 3.679 -1.368 0.455  -0.99
11 C 3.588 -0.195 -0.523  0.16
12 C 4.744 0.766 -0.564  0.39
13 N 5.897 0.505 0.163  -0.52
14 O 4.677 1.752 -1.289  -0.63
15 H 0.378 0.320 5.318  0.22
16 H -1.741 0.230 3.172  0.27
17 H -1.609 -2.367 3.037  0.33
18 H 2.730 -2.755 3.814  0.34
19 H 4.426 -1.235 1.223  0.45
20 H 3.940 -2.268 -0.079  0.38
21 H 2.666 0.325 -0.318  0.34
22 H 3.494 -0.607 -1.512  -0.04
23 H 6.374 1.382 0.313  0.29
24 H 5.741 0.061 1.056  0.30
25 F 3.951 -3.162 10.937  -0.32
26 C 3.266 -3.010 9.784  0.26
27 C 3.301 -1.789 9.140  -0.41
28 C 2.598 -1.638 7.954  -0.44
29 C 1.869 -2.696 7.435  -0.17
30 C 1.845 -3.914 8.102  -0.48
31 C 2.551 -4.078 9.285  -0.40
32 H 3.872 -0.975 9.565  0.41
33 H 2.618 -0.692 7.430  0.38
34 H 1.321 -2.561 6.514  0.36
35 H 1.272 -4.740 7.702  0.36
36 H 2.550 -5.020 9.818  0.41
37 F -0.693 3.210 4.559  -0.31
38 C -0.817 3.928 3.424  0.25
39 C 0.003 3.637 2.354  -0.26
40 C -0.133 4.373 1.187  -0.45
41 C -1.074 5.391 1.109  -0.58
42 C -1.886 5.669 2.200  -0.37
43 C -1.763 4.932 3.368  -0.48
44 H 0.734 2.842 2.437  0.56
45 H 0.498 4.152 0.338  0.43
46 H -1.174 5.967 0.199  0.40
47 H -2.617 6.464 2.143  0.38
48 H -2.390 5.128 4.228  0.43
49 F 2.593 -1.954 -2.882  -0.41
50 C 1.386 -1.950 -3.495  0.43
51 C 1.110 -0.956 -4.410  -0.57
52 C -0.136 -0.941 -5.019  -0.17
53 C -1.080 -1.909 -4.700  -0.66
54 C -0.775 -2.901 -3.781  -0.37
55 C 0.470 -2.928 -3.171  -0.54
56 H 1.856 -0.204 -4.631  0.46
57 H -0.373 -0.172 -5.733  0.44
58 H -2.052 -1.888 -5.170  0.48
59 H -1.511 -3.653 -3.531  0.41
60 H 0.730 -3.691 -2.449  0.47
61 F -4.065 -1.180 -3.678  -0.30
62 C -3.840 -0.167 -2.813  0.22
63 C -4.882 0.269 -2.020  -0.49
64 C -4.656 1.306 -1.128  -0.44
65 C -3.402 1.895 -1.045  -0.54
66 C -2.371 1.443 -1.856  -0.74
67 C -2.583 0.400 -2.747  0.25
68 H -5.854 -0.200 -2.105  0.44
69 H -5.461 1.655 -0.496  0.39
70 H -3.230 2.706 -0.350  0.51
71 H -1.394 1.902 -1.796  0.47
72 H -1.785 0.032 -3.377  0.22
73 F -0.414 0.412 -7.859  -0.38
74 C -1.728 0.506 -8.160  0.43
75 C -2.352 -0.566 -8.763  -0.34
76 C -3.702 -0.469 -9.061  -0.38
77 C -4.402 0.692 -8.762  -0.53
78 C -3.752 1.758 -8.158  -0.43
79 C -2.403 1.668 -7.849  -0.38
80 H -1.785 -1.459 -8.991  0.44
81 H -4.209 -1.302 -9.528  0.38
82 H -5.455 0.764 -8.999  0.39
83 H -4.295 2.663 -7.926  0.37
84 H -1.878 2.484 -7.371  0.44

Output
Max |F| in eV/A: 1.5
Kohn-Sham gap in eV: 8.956
LUMO energy in eV: -0.0317
Net charge: 0

=====

(2)
C33H35F7N2O24 | ωB97M-V/def2-TZVPD

Each line ends with the Mulliken charge.
CARTESIAN COORDINATES (ANGSTROEM)
1 H 0.644 2.115 5.402  0.28
2 N 0.703 1.149 5.054  -0.84
3 C 0.974 1.182 3.810  0.11
4 C 1.208 2.551 3.056  -1.64
5 C 0.648 2.555 1.598  2.24
6 C 1.654 2.130 0.479  -1.21
7 C 2.417 0.738 0.900  1.05
8 C 3.749 0.957 1.773  -0.83
9 O 3.722 0.541 0.292  -0.59
10 O 0.245 3.940 1.263  -0.39
11 C 1.243 4.855 1.543  0.15
12 O 2.091 5.230 0.791  -0.46
13 C -0.701 1.750 1.555  -0.64
14 C -1.881 2.455 2.017  -0.98
15 C -3.140 1.738 1.961  -0.46
16 C -3.109 0.368 1.483  -0.63
17 C -1.837 -0.145 1.069  -0.29
18 N -0.653 0.500 1.071  0.36
19 H 1.093 0.220 3.267  0.42
20 H 0.621 3.294 3.662  0.85
21 H 2.275 2.883 3.131  0.29
22 H 1.145 1.874 -0.476  0.04
23 H 2.541 2.788 0.367  0.60
24 H 1.771 -0.163 1.146  0.62
25 H 4.130 1.978 1.944  0.19
26 H 4.146 0.019 2.192  -0.11
27 H 1.206 5.333 2.565  0.37
28 H -1.874 3.490 2.398  0.39
29 H -4.050 2.263 2.303  0.39
30 H -4.051 -0.213 1.428  0.41
31 H -1.828 -1.199 0.706  0.25
32 O 7.066 2.177 3.133  -0.50
33 C 7.305 2.795 2.150  0.66
34 O 6.855 2.463 0.909  -0.23
35 C 7.241 3.520 0.032  -0.41
36 C 8.406 4.127 0.758  0.29
37 F 8.492 5.460 0.525  -0.29
38 O 8.072 3.924 2.117  -0.31
39 H 6.409 4.219 -0.084  0.26
40 H 7.514 3.135 -0.949  0.28
41 H 9.368 3.655 0.543  0.28
42 O 3.121 -1.531 3.955  -0.53
43 C 3.987 -2.342 3.924  0.61
44 O 5.299 -2.070 4.152  -0.29
45 C 5.989 -3.318 4.154  -0.43
46 C 5.071 -4.189 3.344  0.60
47 F 5.121 -5.480 3.761  -0.32
48 O 3.792 -3.664 3.643  -0.30
49 H 6.100 -3.671 5.181  0.28
50 H 6.977 -3.221 3.706  0.29
51 H 5.241 -4.146 2.265  0.04
52 O -5.038 0.404 -0.967  -0.58
53 C -4.335 0.731 -1.870  0.65
54 O -3.341 -0.038 -2.373  -0.30
55 C -2.827 0.645 -3.511  -0.29
56 C -3.212 2.062 -3.233  0.18
57 F -3.461 2.736 -4.386  -0.29
58 O -4.422 1.932 -2.517  -0.27
59 H -3.300 0.248 -4.412  0.36
60 H -1.754 0.521 -3.595  0.30
61 H -2.488 2.616 -2.632  0.32
62 O -10.447 -1.891 1.518  -0.50
63 C -9.754 -1.570 0.610  0.59
64 O -8.775 -2.353 0.078  -0.32
65 C -8.270 -1.669 -1.069  -0.34
66 C -8.630 -0.244 -0.769  0.52
67 F -8.890 0.445 -1.908  -0.29
68 O -9.831 -0.365 -0.029  -0.34
69 H -8.767 -2.046 -1.966  0.29
70 H -7.196 -1.815 -1.175  0.21
71 H -7.886 0.292 -0.176  0.18
72 O -0.561 -0.123 -2.079  -0.46
73 C 0.341 -0.884 -1.934  0.52
74 O 1.592 -0.510 -1.565  -0.14
75 C 2.344 -1.702 -1.357  -0.43
76 C 1.592 -2.697 -2.192  0.27
77 F 1.656 -3.938 -1.650  -0.28
78 O 0.255 -2.234 -2.113  -0.31
79 H 2.335 -1.956 -0.294  0.19
80 H 3.376 -1.579 -1.679  0.34
81 H 1.905 -2.735 -3.238  0.28
82 O -5.762 0.790 -4.913  -0.50
83 C -6.398 1.743 -5.223  0.60
84 O -7.598 2.071 -4.678  -0.22
85 C -7.966 3.340 -5.212  -0.45
86 C -7.182 3.384 -6.492  0.30
87 F -6.819 4.652 -6.804  -0.30
88 O -6.019 2.643 -6.175  -0.28
89 H -7.672 4.127 -4.515  0.28
90 H -9.041 3.400 -5.378  0.27
91 H -7.686 2.927 -7.347  0.29
92 O 5.105 -4.752 -0.076  -0.54
93 C 4.474 -5.751 0.045  0.70
94 O 3.527 -5.945 0.999  -0.21
95 C 2.912 -7.203 0.727  -0.42
96 C 3.975 -7.910 -0.064  0.31
97 F 3.431 -8.753 -0.974  -0.29
98 O 4.614 -6.850 -0.751  -0.33
99 H 1.998 -7.044 0.151  0.27
100 H 2.660 -7.724 1.650  0.27
101 H 4.707 -8.447 0.543  0.29

Output
SMILES: [H]/N=C\C[C@](C[C@@H]1CO1)(OC=O)c1ccccn1.O=C1OC[C@@H](F)O1.O=C1OC[C@@H](F)O1.O=C1OC[C@@H](F)O1.O=C1OC[C@@H](F)O1.O=C1OC[C@@H](F)O1.O=C1OC[C@@H](F)O1.O=C1OC[C@@H](F)O1
Max |F| in eV/A: 4.5
Kohn-Sham gap in eV: 9.777
LUMO energy in eV: 0.4337
Net charge: 0

=====

(3)
C33H35N5O | ωB97M-V/def2-TZVPD

Each line ends with the Mulliken charge.
CARTESIAN COORDINATES (ANGSTROEM)
1 C 2.853 -4.612 5.297  -1.00
2 N 2.800 -4.764 3.869  0.27
3 C 2.757 -6.154 3.478  -0.91
4 C 2.354 -3.741 3.036  -0.21
5 C 3.281 -3.200 2.114  -0.62
6 C 2.819 -2.355 1.122  -0.14
7 C 1.463 -1.982 1.037  0.01
8 C 1.047 -1.015 -0.042  0.72
9 C -0.223 -0.360 0.084  0.26
10 C -0.801 0.471 -0.853  -0.97
11 N -2.095 0.864 -0.788  0.39
12 C -2.560 1.992 -1.584  0.08
13 C -2.052 3.366 -1.106  -0.62
14 C -2.531 4.495 -1.993  0.41
15 C -1.980 4.642 -3.271  -0.19
16 C -2.527 5.570 -4.167  -0.64
17 C -3.595 6.387 -3.765  -0.45
18 C -4.089 6.298 -2.451  -0.57
19 C -3.531 5.374 -1.559  -0.31
20 C -4.079 1.845 -1.462  0.04
21 O -4.923 2.478 -2.093  -0.72
22 N -4.326 0.835 -0.568  0.29
23 C -5.652 0.445 -0.126  -0.98
24 C -3.142 0.239 0.028  0.22
25 C -3.034 0.673 1.504  -1.47
26 C -3.175 -1.283 -0.171  -1.69
27 C 2.388 0.245 -0.351  2.85
28 C 1.903 1.402 -1.083  -0.77
29 N 1.773 2.345 -1.805  -0.73
30 C 2.462 0.662 1.042  -0.63
31 N 2.372 1.017 2.162  -0.71
32 C 3.737 -0.070 -1.032  -0.17
33 C 4.950 -0.072 -0.289  -0.10
34 C 6.076 -0.620 -0.914  -0.61
35 C 6.058 -0.963 -2.278  -0.45
36 C 4.852 -0.880 -3.016  -0.64
37 C 3.685 -0.418 -2.404  -0.61
38 C 0.554 -2.547 1.978  -0.59
39 C 0.995 -3.401 2.990  -0.84
40 H 3.103 -3.568 5.555  0.27
41 H 1.893 -4.911 5.755  0.32
42 H 3.641 -5.311 5.635  0.33
43 H 2.907 -6.299 2.391  0.29
44 H 3.567 -6.642 4.052  0.29
45 H 1.802 -6.618 3.787  0.31
46 H 4.331 -3.518 2.167  0.42
47 H 3.540 -2.039 0.342  0.43
48 H 1.491 -1.302 -1.077  0.65
49 H -0.779 -0.555 1.036  -0.10
50 H -0.264 0.955 -1.670  0.83
51 H -2.254 1.864 -2.641  0.44
52 H -2.413 3.537 -0.082  0.37
53 H -0.951 3.342 -1.064  0.28
54 H -1.148 3.994 -3.558  0.39
55 H -2.110 5.654 -5.174  0.36
56 H -4.038 7.094 -4.476  0.35
57 H -4.904 6.949 -2.122  0.36
58 H -3.913 5.295 -0.535  0.30
59 H -6.384 1.104 -0.596  0.39
60 H -5.858 -0.602 -0.406  0.27
61 H -5.715 0.530 0.972  0.32
62 H -3.250 1.753 1.576  0.37
63 H -3.786 0.128 2.082  0.49
64 H -2.042 0.475 1.925  0.32
65 H -3.499 -1.485 -1.201  0.40
66 H -2.197 -1.740 0.005  0.36
67 H -3.910 -1.704 0.519  0.49
68 H 4.986 0.340 0.739  0.38
69 H 6.955 -0.822 -0.286  0.38
70 H 6.968 -1.319 -2.790  0.35
71 H 4.791 -1.202 -4.080  0.33
72 H 2.756 -0.310 -2.994  0.38
73 H -0.523 -2.369 1.928  0.31
74 H 0.346 -3.910 3.716  0.37

Output
SMILES: CN(C)c1ccc([C@@H](/C=C/N2[C@H](Cc3ccccc3)C(=O)N(C)C2(C)C)C(C#N)(C#N)c2ccccc2)cc1
Max |F| in eV/A: 5.2
Kohn-Sham gap in eV: 7.762
LUMO energy in eV: -0.0858
Net charge: 0